# 1
The following is a quantum chemistry calculation of a structure of composition C6H14O, from OMol25.

Summary:
* ΔE to the lowest compared entry with this formula, charge and spin: 3.386 eV
* electronic energy: -8493.5061 eV
* frontier orbital gap: 9.2 eV

Each line ends with the Löwdin charge.
Positions of all 21 atoms, in Å:
C -3.31 0.20 0.69  -0.126
C -2.16 0.16 -0.32  -0.286
C -0.81 -0.16 0.32  -0.248
C 0.32 -0.26 -0.70  -0.244
C 1.66 -0.60 -0.06  -0.262
C 2.87 -0.26 -0.70  -0.048
O 3.24 1.16 0.44  -0.154
H -4.26 0.44 0.21  0.067
H -3.12 0.95 1.47  0.071
H -3.42 -0.77 1.19  0.071
H -2.38 -0.58 -1.09  0.107
H -2.10 1.13 -0.83  0.108
H -0.57 0.61 1.07  0.116
H -0.89 -1.11 0.87  0.115
H 0.41 0.71 -1.22  0.117
H 0.04 -1.00 -1.46  0.112
H 2.23 0.51 0.69  0.127
H 1.67 -1.52 0.54  0.104
H 3.77 -0.85 -0.55  0.095
H 2.87 0.33 -1.62  0.100
H 3.95 0.92 1.06  0.058

# 2
The following is a quantum chemistry calculation of the molecule C6H14O, from OMol25.

Summary:
* ΔE to the lowest compared entry with this formula, charge and spin: 0.147 eV
* electronic energy: -8496.7455 eV
* SMILES: CC(C)C[C@@H](C)O
* frontier orbital gap: 11.2 eV

Each line ends with the Löwdin charge.
Positions of all 21 atoms, in Å:
C -1.65 -0.61 -1.15  -0.080
C -1.15 -0.31 0.26  -0.436
C -2.21 0.48 1.03  -0.090
C 0.17 0.46 0.28  -0.158
C 1.39 -0.26 -0.29  -0.455
C 2.64 0.60 -0.18  -0.059
O 1.55 -1.47 0.45  -0.038
H -2.62 -1.11 -1.13  0.076
H -0.96 -1.26 -1.70  0.072
H -1.77 0.32 -1.73  0.083
H -0.99 -1.27 0.78  0.132
H -3.17 -0.05 1.06  0.075
H -2.39 1.45 0.55  0.081
H -1.90 0.67 2.07  0.076
H 0.41 0.71 1.32  0.124
H 0.04 1.41 -0.26  0.128
H 1.22 -0.50 -1.35  0.135
H 2.80 0.91 0.85  0.087
H 2.57 1.49 -0.81  0.083
H 3.53 0.04 -0.51  0.080
H 2.49 -1.67 0.47  0.084

# 3
The following is a quantum chemistry calculation of a cluster of 2 separate species, C6H14O in total, from OMol25.

Summary:
* ΔE to the lowest compared entry with this formula, charge and spin: 1.698 eV
* electronic energy: -8495.1943 eV
* SMILES: C/C=C\[C@@H](C)O.C
* frontier orbital gap: 9.9 eV

Each line ends with the Löwdin charge.
Positions of all 21 atoms, in Å:
C -1.28 -1.33 -0.68  -0.095
C -0.68 -0.97 0.65  -0.211
C 0.51 -0.40 0.83  -0.108
C 1.40 0.00 -0.31  -0.454
C 2.64 0.75 0.15  -0.058
O 1.74 -1.20 -0.99  -0.038
H -2.38 -1.37 -0.66  0.075
H -0.90 -2.32 -0.93  0.083
H -0.98 -0.65 -1.49  0.079
H -1.30 -1.18 1.52  0.112
H 0.85 -0.21 1.84  0.115
H 0.84 0.67 -1.00  0.141
H 3.18 0.16 0.90  0.084
H 2.38 1.72 0.60  0.084
H 3.31 0.95 -0.69  0.077
H 2.30 -0.96 -1.74  0.091
C -2.24 1.28 0.59  -0.051
H -3.02 0.54 0.82  0.036
H -2.36 1.61 -0.44  0.033
H -2.31 2.10 1.30  0.024
H -1.24 0.87 0.71  -0.022

# 4
The following is a quantum chemistry calculation of the molecule C6H14O, from OMol25.

Summary:
* ΔE to the lowest compared entry with this formula, charge and spin: 0.626 eV
* electronic energy: -8496.2663 eV
* SMILES: COCC(C)(C)C
* frontier orbital gap: 10.6 eV

Each line ends with the Löwdin charge.
Positions of all 21 atoms, in Å:
C 2.42 -1.32 -0.25  -0.119
O 1.23 -0.90 -0.87  -0.198
C 0.79 0.39 -0.51  -0.205
C -0.64 0.34 0.04  -0.601
C -1.08 1.77 0.37  -0.062
C -1.57 -0.26 -1.02  -0.053
C -0.67 -0.52 1.30  -0.052
H 2.33 -1.32 0.85  0.087
H 3.28 -0.68 -0.52  0.090
H 2.62 -2.34 -0.58  0.090
H 0.83 1.04 -1.40  0.133
H 1.46 0.84 0.25  0.129
H -0.42 2.23 1.12  0.083
H -2.10 1.79 0.77  0.086
H -1.07 2.41 -0.53  0.084
H -1.23 -1.26 -1.30  0.084
H -1.58 0.36 -1.93  0.086
H -2.59 -0.33 -0.65  0.085
H -0.24 -1.51 1.09  0.083
H -1.69 -0.67 1.66  0.085
H -0.09 -0.06 2.11  0.086

# 5
The following is a quantum chemistry calculation of a cluster of 3 separate species, C6H14O2 in total, from OMol25.

Summary:
* ΔE to the lowest compared entry with this formula, charge and spin: 2.550 eV
* electronic energy: -10542.0670 eV
* SMILES: C=C/C=C/CC.O.O
* frontier orbital gap: 8.5 eV

Each line ends with the Löwdin charge.
Positions of all 22 atoms, in Å:
C -1.32 -0.06 1.67  -0.031
C -0.39 -0.91 1.27  -0.182
C -0.17 -1.37 -0.13  -0.120
C -0.87 -1.04 -1.19  -0.127
C -0.57 -1.44 -2.63  -0.268
C 0.65 -0.76 -3.21  -0.127
H -1.38 0.43 2.63  0.057
H -2.01 0.43 1.00  0.055
H 0.37 -1.33 1.94  0.088
H 0.67 -2.08 -0.23  0.107
H -1.70 -0.33 -1.17  0.105
H -0.24 -2.49 -2.56  0.104
H -1.46 -1.48 -3.26  0.102
H 0.47 -0.72 -4.30  0.069
H 1.58 -1.33 -3.21  0.066
H 0.89 0.21 -2.75  0.077
O -0.38 2.37 1.29  -0.084
H 0.55 2.11 1.52  0.002
H -0.26 3.32 1.39  0.030
O 2.12 1.71 2.30  -0.040
H 2.39 1.41 3.18  0.064
H 2.34 2.64 2.39  0.052

# 6
The following is a quantum chemistry calculation of a cluster of 3 separate species, C6H14O2 in total, from OMol25.

Summary:
* ΔE to the lowest compared entry with this formula, charge and spin: 3.380 eV
* electronic energy: -10541.2368 eV
* SMILES: C=CCC(=C)C.O.O
* frontier orbital gap: 9.5 eV

Each line ends with the Löwdin charge.
Positions of all 22 atoms, in Å:
C -2.13 -0.05 0.42  0.002
C -1.01 -0.78 0.52  -0.190
C -0.12 -0.55 1.70  -0.197
C 1.07 0.28 1.17  -0.315
C 1.83 -0.48 0.34  0.036
C 1.22 1.76 1.42  -0.056
H -2.57 0.56 1.19  0.045
H -2.79 -0.11 -0.54  0.086
H -0.70 -1.38 -0.24  0.043
H 0.13 -1.45 2.22  0.099
H -0.72 -0.05 2.50  0.116
H 2.72 -0.26 0.00  -0.004
H 1.64 -1.59 0.21  0.086
H 2.05 1.96 2.18  0.103
H 0.27 2.11 1.85  0.076
H 1.44 2.31 0.49  0.075
O 0.14 -2.43 -2.88  -0.097
H -0.05 -1.45 -2.59  0.076
H 0.54 -2.61 -2.02  0.000
O -1.36 1.30 -2.41  -0.082
H -1.13 1.12 -3.32  0.022
H -0.49 1.78 -2.22  0.077